# 1
Formula: C9H27BBrClN8O18P2
Source: OMol25
Level of theory: ωB97M-V/def2-TZVPD

Properties
Frontier orbital gap ... 8.255 eV
SMILES ... N#CO[PH](Br)(CB(O)O)P(O)Cl.C[N+](=O)[O-].C[N+](=O)[O-].C[N+](=O)[O-].C[N+](=O)[O-].C[N+](=O)[O-].C[N+](=O)[O-].C[N+](=O)[O-]

```
67
Properties=species:S:1:pos:R:3:forces:R:3
N -1.293 1.549 2.461 6.4 -0.3 -1.0
C -0.118 1.473 2.149 -3.2 0.3 -1.6
O 1.049 1.420 1.339 -3.2 -0.6 2.8
P 1.523 -0.196 0.923 -0.4 -1.7 -2.2
Br 1.636 0.505 -1.251 0.2 0.6 0.1
C 0.404 -1.612 0.347 0.5 -1.2 -0.9
B -1.108 -1.184 -0.074 -2.5 -0.1 -0.2
O -2.122 -2.256 -0.131 2.1 1.9 1.5
O -1.572 0.141 -0.374 0.7 -2.0 1.5
P 1.629 -0.865 3.005 1.7 -0.5 3.4
O 2.671 -2.262 2.952 -2.4 1.7 -2.1
Cl -0.209 -1.600 3.707 0.6 0.0 -0.8
H 2.956 -0.442 0.843 -0.8 0.1 0.4
H 0.365 -2.517 1.071 -0.1 1.6 -0.8
H 0.894 -2.039 -0.616 -0.7 0.8 1.4
H -2.158 -2.628 0.794 -0.2 0.1 -1.3
H -2.392 0.295 0.160 0.7 -0.3 -1.0
H 2.469 -2.646 2.057 0.6 -0.3 1.1
C -0.825 -3.899 -2.358 -0.1 0.2 0.0
N 0.497 -4.471 -2.723 0.2 0.0 -0.1
O 1.484 -3.786 -2.504 -0.3 -0.5 -0.1
O 0.499 -5.588 -3.215 0.2 0.5 0.2
H -0.678 -2.911 -1.934 0.1 -0.3 -0.2
H -1.421 -3.842 -3.268 0.0 -0.1 0.1
H -1.281 -4.566 -1.628 0.0 0.1 -0.2
C 0.759 4.704 -1.083 0.0 0.3 0.2
N 1.372 4.470 -2.416 0.1 0.0 -0.2
O 1.854 5.434 -2.990 -0.2 -0.6 0.1
O 1.350 3.325 -2.839 0.1 0.7 -0.1
H 0.848 5.759 -0.833 0.0 -0.3 -0.2
H -0.289 4.412 -1.148 0.2 -0.1 0.0
H 1.297 4.089 -0.361 -0.1 -0.1 -0.1
C 2.493 1.385 -6.035 0.1 0.2 -0.3
N 1.457 0.587 -5.330 -0.2 -0.1 0.1
O 0.544 0.134 -6.001 0.3 0.1 0.5
O 1.598 0.443 -4.127 -0.2 -0.1 -0.8
H 2.241 1.430 -7.093 -0.1 -0.1 0.2
H 2.493 2.383 -5.595 0.1 -0.2 0.1
H 3.450 0.887 -5.886 -0.1 0.1 0.1
C -4.308 -0.752 3.637 0.3 0.3 0.1
N -4.147 -2.008 2.857 -0.4 -0.2 -0.1
O -3.037 -2.247 2.402 -0.5 -0.1 0.4
O -5.135 -2.707 2.728 0.8 0.3 0.0
H -3.350 -0.233 3.669 -0.1 -0.1 0.0
H -5.059 -0.146 3.132 0.0 -0.2 0.1
H -4.630 -1.028 4.640 -0.1 0.0 -0.2
C -0.291 2.796 6.089 0.0 0.1 -0.3
N -1.352 2.024 6.798 -0.2 -0.2 0.1
O -2.266 1.568 6.127 0.4 0.2 0.4
O -1.230 1.906 8.005 -0.1 0.0 -0.6
H -0.520 2.823 5.025 -0.1 -0.1 0.2
H -0.286 3.801 6.509 0.1 -0.2 0.1
H 0.658 2.289 6.264 -0.1 0.1 0.1
C -1.171 8.963 1.004 0.1 0.3 0.1
N -0.615 7.759 0.333 0.2 -0.3 -0.2
O 0.593 7.738 0.129 -0.9 -0.1 0.1
O -1.411 6.877 0.036 0.7 0.6 0.2
H -0.359 9.657 1.208 -0.1 -0.2 -0.1
H -1.899 9.409 0.327 0.0 -0.2 0.1
H -1.642 8.635 1.930 -0.1 0.0 -0.2
C 2.203 -8.418 -2.973 0.1 0.3 0.1
N 2.755 -9.631 -3.632 0.2 -0.2 -0.1
O 3.958 -9.660 -3.836 -0.6 -0.1 0.0
O 1.960 -10.511 -3.921 0.5 0.4 0.1
H 3.018 -7.724 -2.775 -0.1 -0.2 -0.1
H 1.477 -7.975 -3.654 0.0 -0.1 0.2
H 1.732 -8.735 -2.043 -0.1 0.0 -0.2
```
Forces are in eV/Å.

Results of the Mulliken charge analysis, in e, for atoms 1 through 6:
1 N -0.439
2 C 0.528
3 O -0.308
4 P 0.457
5 Br -0.222
6 C -0.737

# 2
Formula: C5H14
Source: OMol25
Level of theory: ωB97M-V/def2-TZVPD

Properties
Frontier orbital gap ... 12.288 eV
ΔE to the lowest compared entry with this formula, charge and spin ... 14.4 kcal/mol
SMILES ... CCC.CC

```
19
Properties=species:S:1:pos:R:3:forces:R:3
C 0.652 -0.889 0.789 -0.2 1.1 0.0
C 1.862 -0.312 0.024 -0.6 -0.1 0.8
C 2.070 -1.080 -1.266 -0.2 0.2 -1.2
H 0.638 -0.324 1.723 -0.1 -0.6 0.5
H 0.761 -1.969 0.918 -0.2 0.2 0.2
H -0.349 -0.633 0.373 1.1 -0.5 -0.3
H 1.726 0.771 -0.058 -0.2 -0.1 -0.6
H 2.704 -0.342 0.733 0.1 -0.5 -0.5
H 1.143 -1.533 -1.637 -0.1 -0.1 0.5
H 2.325 -0.493 -2.152 0.5 0.3 0.3
H 2.791 -1.886 -1.194 0.2 -0.1 0.2
C -1.867 1.376 -0.468 1.4 -0.5 -0.4
C -2.212 0.827 0.913 0.1 -1.0 0.6
H -0.780 1.414 -0.701 -0.3 0.5 0.8
H -2.111 0.744 -1.322 -1.0 -0.2 0.3
H -2.316 2.350 -0.589 0.1 0.3 -0.3
H -1.609 1.214 1.763 -0.2 0.0 -0.8
H -2.190 -0.281 1.010 0.3 0.7 -0.3
H -3.238 1.045 1.139 -0.6 0.4 0.1
```
Forces are in eV/Å.

Results of the Mulliken charge analysis, in e, for atoms 1 through 6:
1 C -1.023
2 C -0.215
3 C -1.203
4 H 0.339
5 H 0.377
6 H 0.059

# 3
Formula: C7H23N7O4Pb
Source: OMol25
Level of theory: ωB97M-V/def2-TZVPD

Properties
Frontier orbital gap ... 8.447 eV
ΔE to the lowest compared entry with this formula, charge and spin ... 9.3 kcal/mol
Net charge ... +2

```
42
Properties=species:S:1:pos:R:3:forces:R:3
Pb -0.849 0.850 0.801 0.8 -1.5 -0.1
C -3.305 3.482 0.445 -0.6 1.2 0.8
O -2.352 2.695 0.258 -0.2 -0.2 -0.2
N -3.642 4.449 -0.427 0.5 -0.9 0.1
N -4.018 3.496 1.607 0.8 -0.4 -1.1
H -3.133 4.468 -1.293 -0.2 0.3 -0.1
H -4.336 5.130 -0.174 0.1 0.2 -0.4
H -4.805 4.113 1.691 -0.1 -0.2 0.5
H -3.744 2.821 2.294 -0.4 0.1 0.3
C 0.982 -1.152 3.198 -0.8 -0.4 0.3
O 0.499 -0.951 2.057 0.3 0.4 0.2
N 1.931 -2.071 3.406 0.3 0.0 -0.3
N 0.474 -0.521 4.285 0.4 -0.1 -0.7
H 2.174 -2.415 4.318 0.0 0.1 0.0
H 2.282 -2.565 2.604 0.0 0.0 0.0
H 0.879 -0.614 5.199 -0.2 0.1 0.1
H -0.358 0.007 4.112 0.0 0.2 0.5
C -1.781 -2.660 0.321 -0.6 -0.3 -0.1
O -1.571 -1.439 0.189 0.4 0.8 0.2
N -1.175 -3.573 -0.456 0.0 -0.2 0.0
N -2.677 -3.142 1.215 0.5 0.2 -0.3
H -0.524 -3.311 -1.172 -0.2 0.2 -0.1
H -1.462 -4.537 -0.429 0.2 0.0 0.1
H -3.068 -4.060 1.096 0.0 -0.1 0.4
H -2.920 -2.572 2.002 -0.4 0.0 -0.1
C 3.258 0.102 -0.174 0.0 0.4 -0.2
C 2.191 0.518 -1.183 0.7 0.6 0.1
C 2.537 0.201 -2.640 -0.5 0.3 0.4
O 1.376 0.555 -3.363 0.0 -0.5 0.0
C 1.524 0.518 -4.783 -0.3 0.9 0.2
N 0.892 -0.063 -0.798 -0.9 0.4 -0.3
H 4.055 0.843 -0.113 0.1 -0.1 -0.3
H 3.684 -0.859 -0.464 0.0 -0.1 0.3
H 2.844 0.087 0.835 -0.1 -0.3 0.0
H 2.107 1.608 -1.192 -0.3 0.0 0.3
H 2.781 -0.861 -2.758 0.1 0.0 -0.2
H 3.362 0.854 -2.941 0.3 -0.3 0.0
H 2.092 1.401 -5.093 0.2 -0.2 -0.1
H 0.517 0.652 -5.172 0.0 -0.3 -0.2
H 1.986 -0.394 -5.155 0.0 -0.1 0.1
H 0.993 -1.036 -0.522 0.0 0.0 0.2
H 0.301 -0.050 -1.633 0.2 -0.2 -0.2
```
Forces are in eV/Å.

Results of the Mulliken charge analysis, in e, for atoms 1 through 6:
1 Pb 1.509
2 C 0.658
3 O -0.667
4 N -0.389
5 N -0.366
6 H 0.233

# 4
Formula: C4H7N3
Source: OMol25
Level of theory: ωB97M-V/def2-TZVPD

Properties
Frontier orbital gap ... 10.433 eV
ΔE to the lowest compared entry with this formula, charge and spin ... 25.2 kcal/mol

```
14
Properties=species:S:1:pos:R:3:forces:R:3
C -1.840 0.113 -0.395 0.0 0.0 0.0
C -0.945 -0.405 0.728 -0.1 -0.1 0.1
N 0.350 0.252 0.783 0.1 0.1 -0.1
C 1.352 -0.140 -0.055 -0.2 -0.2 -0.1
N 1.343 -1.202 -0.751 0.1 0.3 0.2
C 3.123 1.694 -0.329 -0.5 -0.8 0.4
N 2.406 0.797 -0.068 0.6 0.9 -0.4
H -1.378 -0.072 -1.370 -0.1 0.0 0.2
H -2.022 1.189 -0.295 0.0 -0.2 0.0
H -2.810 -0.397 -0.372 0.1 0.1 0.0
H -0.751 -1.472 0.597 -0.1 0.1 0.0
H -1.424 -0.267 1.704 0.1 0.0 -0.1
H 0.376 1.218 1.076 0.0 -0.2 0.0
H 2.219 -1.309 -1.253 -0.1 0.0 0.0
```
Forces are in eV/Å.

Results of the Mulliken charge analysis, in e, for atoms 1 through 6:
1 C -1.014
2 C -0.448
3 N -0.273
4 C 0.490
5 N -0.645
6 C -0.076